# C34H41CdN5O12Se2Si3

A molecular structure, C34H41CdN5O12Se2Si3 (ωB97M-V/def2-TZVPD, OMol25).

```
98
Properties=species:S:1:pos:R:3
Cd -0.21 0.39 0.33
Se -1.78 -1.77 -3.98
Se -0.97 0.07 -2.85
C 0.38 0.63 -4.07
C 0.08 1.71 -4.94
C 0.91 1.87 -6.04
C 2.12 1.14 -6.05
C 2.32 0.16 -5.10
N 1.47 -0.11 -4.10
C -0.93 -3.32 -3.25
C -0.17 -4.08 -4.16
C 0.18 -5.35 -3.70
C -0.16 -5.75 -2.42
C -0.96 -4.89 -1.66
N -1.31 -3.66 -2.03
H -0.83 2.32 -4.81
H 0.67 2.60 -6.85
H 2.86 1.33 -6.83
H 3.20 -0.47 -5.06
H -0.03 -3.73 -5.19
H 0.77 -6.00 -4.33
H 0.02 -6.77 -2.08
H -1.32 -5.17 -0.67
O 2.94 0.93 2.66
C 2.25 -0.02 2.23
O 0.99 -0.19 2.36
C 2.96 -1.04 1.33
C 4.18 -1.58 1.77
C 4.87 -2.59 1.01
C 4.50 -2.82 -0.35
C 3.33 -2.23 -0.76
C 2.43 -1.41 0.05
O 1.25 -1.10 -0.43
N 3.04 -2.42 -2.22
O 3.84 -1.81 -2.97
O 2.08 -3.11 -2.51
N 6.01 -3.19 1.50
O 6.31 -2.89 2.69
O 6.62 -3.99 0.79
H 4.51 -1.29 2.75
H 5.08 -3.43 -1.03
C 0.51 3.08 2.92
O -0.52 2.41 2.22
Si -1.49 1.38 3.10
C -0.61 0.84 4.72
C -2.98 2.36 3.72
C -1.99 0.03 1.83
Si -2.14 -1.73 2.60
C -2.70 -3.13 1.36
C -3.45 -1.77 4.01
C -0.57 -2.56 3.31
Si -3.52 0.23 0.83
C -3.56 -0.68 -0.82
C -4.21 1.93 0.33
C -5.14 -0.37 1.67
H 0.16 3.39 3.94
H 0.69 4.01 2.34
H 1.41 2.34 3.07
H -0.50 1.65 5.45
H 0.40 0.46 4.41
H -1.15 0.00 5.15
H -2.72 2.89 4.65
H -3.88 1.71 3.86
H -3.21 3.12 2.96
H -3.52 -2.86 0.69
H -2.98 -3.99 2.01
H -1.90 -3.50 0.70
H -4.29 -2.42 3.71
H -3.85 -0.79 4.32
H -3.03 -2.30 4.91
H 0.19 -2.62 2.50
H -0.83 -3.58 3.71
H -0.13 -2.00 4.13
H -3.58 0.02 -1.67
H -4.49 -1.27 -0.88
H -2.73 -1.41 -0.94
H -3.50 2.45 -0.34
H -4.32 2.58 1.20
H -5.17 1.75 -0.23
H -5.22 -1.48 1.71
H -5.97 0.10 1.06
H -5.22 -0.03 2.74
O -1.09 2.25 -0.79
C -0.60 3.37 -1.07
C 0.75 3.83 -0.84
C 1.03 5.12 -1.26
C 2.35 5.59 -1.16
C 3.44 4.79 -0.67
C 3.18 3.47 -0.33
C 1.84 2.88 -0.43
O 1.72 1.64 -0.31
N 2.60 6.97 -1.61
O 3.77 7.42 -1.51
O 1.65 7.54 -2.08
H -1.19 4.17 -1.58
H 0.26 5.74 -1.69
H 4.46 5.20 -0.58
H 4.06 2.84 -0.07
```

Orbital gap   6.7 eV
Charge   -2
DFT total energy   -226831.458 eV

***

# C34H41CeClN4P2

A molecular structure, C34H41CeClN4P2 (ωB97M-V/def2-TZVPD, OMol25).

```
83
Properties=species:S:1:pos:R:3
Ce -1.16 -0.53 0.70
C 2.45 -8.01 2.28
C 3.32 -7.03 2.01
C 4.29 -7.00 0.87
C 3.90 -7.80 -0.39
C 2.54 -7.48 -0.95
C 1.38 -8.06 -0.62
C 1.22 -9.19 0.35
C 2.25 -9.28 1.50
C -1.79 0.85 -1.06
H 1.84 -7.96 3.19
H 3.43 -6.20 2.72
H 5.28 -7.37 1.21
H 4.44 -5.95 0.57
H 4.62 -7.50 -1.17
H 4.07 -8.87 -0.23
H 2.57 -6.73 -1.75
H 0.47 -7.78 -1.15
H 1.23 -10.16 -0.18
H 0.22 -9.10 0.81
H 1.82 -10.00 2.22
H 3.18 -9.73 1.14
H -2.63 1.46 -0.69
H -2.04 0.35 -2.00
H -0.92 1.51 -1.20
P 0.56 -1.38 -1.62
P 1.77 -0.98 1.08
N -0.59 -2.57 -2.28
N 1.19 -0.70 -3.17
N 1.33 -2.30 2.22
N 2.98 -0.22 2.12
C 1.96 -2.50 -1.23
C 2.83 -1.92 -0.09
C -1.87 -2.79 -1.76
C -2.45 -3.85 -2.45
C -1.50 -4.31 -3.41
C -0.36 -3.51 -3.28
C 0.42 0.13 -4.00
C 1.21 0.60 -5.04
C 2.52 0.04 -4.87
C 2.48 -0.74 -3.72
C 0.04 -2.47 2.76
C -0.05 -3.75 3.28
C 1.19 -4.41 3.03
C 2.01 -3.50 2.39
C 3.90 -0.76 3.03
C 4.61 0.28 3.63
C 4.13 1.50 3.05
C 3.16 1.17 2.12
H 2.58 -2.65 -2.12
H 1.55 -3.48 -0.93
H 3.41 -2.71 0.40
H 3.57 -1.21 -0.49
H -2.29 -2.16 -0.98
H -3.44 -4.23 -2.28
H -1.64 -5.11 -4.11
H 0.58 -3.54 -3.80
H -0.61 0.33 -3.74
H 0.90 1.28 -5.82
H 3.38 0.21 -5.50
H 3.27 -1.31 -3.25
H -0.61 -1.60 2.95
H -0.90 -4.19 3.79
H 1.47 -5.42 3.29
H 3.02 -3.61 2.04
H 3.98 -1.83 3.15
H 5.38 0.19 4.38
H 4.47 2.50 3.27
H 2.58 1.77 1.43
Cl -3.56 1.77 2.03
C -2.42 3.01 1.61
C -2.89 4.27 1.21
C -2.05 5.11 0.46
C -0.72 4.73 0.25
C -0.22 3.56 0.81
C -1.05 2.66 1.52
C -0.55 1.37 2.02
H -3.92 4.56 1.42
H -2.43 6.05 0.05
H -0.07 5.36 -0.36
H 0.83 3.28 0.67
H 0.55 1.24 1.98
H -0.97 0.98 2.97
```

Orbital gap (spin up / spin down)   4.7 / 4.7 eV
Charge   +2
DFT total energy   -85891.644 eV

***

# C34H41ClGeN4O4Pd

A molecular structure, C34H41ClGeN4O4Pd (ωB97M-V/def2-TZVPD, OMol25).

```
86
Properties=species:S:1:pos:R:3
Pd 0.93 -0.89 1.57
C -3.63 -3.47 1.79
C -3.22 -2.79 3.09
N -1.99 -3.32 3.70
C -2.13 -4.42 4.66
C -1.90 -5.80 4.04
C -0.79 -2.85 3.35
C 0.39 -3.26 4.17
N -0.61 -1.98 2.38
H -4.57 -3.04 1.44
H -3.78 -4.54 1.93
H -2.88 -3.32 1.01
H -4.01 -2.91 3.84
H -3.11 -1.71 2.96
H -3.14 -4.36 5.06
H -1.46 -4.26 5.50
H -2.68 -6.04 3.31
H -1.92 -6.56 4.81
H -0.94 -5.85 3.53
H 0.22 -3.00 5.22
H 1.28 -2.74 3.82
H 0.56 -4.33 4.12
H -1.47 -1.71 1.90
C 4.81 4.51 -1.06
C 4.08 4.83 0.17
C 3.42 6.00 0.38
C 2.86 6.29 1.63
Cl 2.10 7.75 1.85
C 2.96 5.40 2.76
C 3.57 4.23 2.61
C 4.02 3.76 1.24
O 5.08 2.90 1.17
C 4.60 1.65 1.62
C 3.16 1.63 1.13
O 2.77 2.87 0.81
O 2.41 0.69 1.05
H 4.73 5.30 -1.80
H 4.45 3.56 -1.48
H 5.87 4.34 -0.82
H 3.37 6.76 -0.39
H 2.57 5.72 3.72
H 3.75 3.58 3.45
H 4.64 1.53 2.71
H 5.19 0.87 1.13
C 5.36 -0.17 -2.78
C 4.02 0.12 -2.99
C 3.04 -0.49 -2.23
C 3.39 -1.40 -1.23
C 4.74 -1.69 -1.01
C 5.72 -1.08 -1.79
Ge 2.07 -2.36 -0.22
C 2.74 -3.14 1.39
C 2.48 -4.50 1.63
C 3.11 -5.14 2.69
C 3.93 -4.42 3.55
C 4.17 -3.07 3.34
C 3.59 -2.43 2.25
C 0.71 -3.20 -1.25
C -0.44 -3.76 -0.67
C -1.33 -4.46 -1.45
C -1.09 -4.62 -2.81
C 0.04 -4.08 -3.40
C 0.94 -3.36 -2.62
H 6.12 0.28 -3.39
H 3.73 0.80 -3.79
H 1.99 -0.30 -2.44
H 5.04 -2.41 -0.26
H 6.76 -1.34 -1.64
H 1.83 -5.06 0.97
H 2.95 -6.20 2.85
H 4.41 -4.93 4.38
H 4.82 -2.53 4.01
H 3.81 -1.39 2.06
H -0.61 -3.64 0.39
H -2.22 -4.89 -1.01
H -1.80 -5.18 -3.42
H 0.23 -4.21 -4.45
H 1.83 -2.95 -3.08
N -2.13 2.08 0.33
C -1.04 1.31 0.23
N -0.31 1.39 -0.91
O -0.72 0.54 1.16
H -2.50 2.61 -0.44
H -2.73 1.94 1.13
H -0.54 2.04 -1.64
H 0.59 0.94 -0.92
```

Orbital gap (spin up / spin down)   5.1 / 5.0 eV
Charge   +3
DFT total energy   -122567.325 eV
Relative energy (zero: lowest compared OMol25 entry of this formula, charge and spin)   9.90 kcal/mol
2S+1   2